# 1
Below is 2 unconnected molecules or ions with the total composition H4O2, with properties calculated with ωB97M-V with the def2-TZVPD basis set.

Geometry as ORCA input:
```
! wB97M-V def2-TZVPD RIJCOSX def2/J DEFGRID3
* xyz 0 1
H -1.033 0.666 0.129
H 1.172 -0.474 0.767
H 0.866 0.760 -0.183
O -1.483 -0.161 -0.071
H -0.697 -0.630 -0.471
O 1.176 -0.161 -0.170
*
```

The SMILES is O.O. Its max |F| is 1.468 eV/Å. The energy is -4159.5521 eV.

Atom charges from the natural (NBO) analysis, given in e for atoms 1 to 4: 0.4401 0.4869 0.4684 -0.9387

# 2
Below is 11 unconnected molecules or ions with the total composition C6H34O14, with properties calculated with ωB97M-V with the def2-TZVPD basis set.

Geometry as ORCA input:
```
! wB97M-V def2-TZVPD RIJCOSX def2/J DEFGRID3
* xyz 0 1
C 0.298 -2.911 1.192
O 1.944 5.038 0.128
C 0.014 3.651 0.620
H 0.658 2.780 0.835
H -0.475 -1.514 -1.826
O -3.477 0.342 -1.434
O 0.407 -1.102 -1.871
H 0.648 -3.041 2.187
C 0.730 4.550 -0.406
H 1.858 5.957 0.265
O -2.750 -0.907 1.438
H -2.252 2.292 3.487
O -1.089 -3.166 1.092
O -0.048 2.093 -2.563
O 0.797 0.036 2.458
H 0.663 0.929 2.821
C 2.172 -0.642 -3.382
H -4.126 0.959 -1.781
H 0.497 -2.160 -3.600
H -3.191 0.701 -0.573
H 0.090 5.343 -0.842
H -1.496 -0.080 0.718
O -2.096 1.734 2.731
H 1.735 0.295 -3.656
O 2.288 -3.560 0.115
H -2.739 -1.768 0.982
H 0.460 -3.778 -0.819
H -1.965 0.813 3.079
H 0.211 -0.544 2.963
H 1.680 -2.519 -2.393
H 3.588 -0.386 -4.597
O 2.892 -1.031 -4.464
O 2.351 -0.733 -0.052
C 0.945 -3.863 0.194
H 2.445 -2.583 -0.110
O -1.273 3.245 0.138
H -0.109 1.545 -3.356
H -1.352 2.338 0.323
H 0.456 -1.845 1.079
H -1.603 -1.823 4.282
O -1.256 -1.122 3.714
H 2.117 -0.575 0.813
H -1.599 -1.395 2.891
H -0.099 4.089 1.636
O -0.872 0.539 0.297
H -1.270 -4.105 0.924
H -0.244 0.627 0.974
H 1.015 3.950 -1.290
H 1.549 -0.634 -0.592
H -3.613 -0.774 1.924
H 2.881 -0.348 -2.569
H 0.863 -4.940 0.553
H -0.429 1.693 -1.776
C 1.173 -1.692 -2.901
*
```

The SMILES is OCCO.OCCO.OCCO.O.O.O.O.O.O.O.O. Its max |F| is 3.450 eV/Å. The energy is -35436.7706 eV.

Atom charges from the natural (NBO) analysis, given in e for atoms 1 to 4: -0.1009 -0.7234 -0.0782 0.1502

# 3
Below is a molecular structure, CaH16O8, with properties calculated with ωB97M-V with the def2-TZVPD basis set.

Geometry as ORCA input:
```
! wB97M-V def2-TZVPD RIJCOSX def2/J DEFGRID3
* xyz 1 2
O -3.060 -13.065 19.120
H -6.246 -13.197 17.600
H -2.120 -13.245 19.089
H -3.466 -13.843 18.738
H -3.110 -11.139 22.067
O -2.761 -10.579 17.546
H -2.123 -11.153 17.122
O -5.729 -12.923 20.380
H -5.485 -12.382 16.576
O -6.630 -10.300 19.998
H -3.245 -8.334 19.841
O -5.294 -9.468 17.478
H -4.205 -12.160 21.843
H -5.812 -13.868 20.251
O -3.897 -9.007 20.034
H -6.304 -12.731 21.121
H -5.378 -9.461 16.524
H -7.337 -10.835 19.636
O -5.899 -12.320 17.436
O -3.621 -11.562 21.377
H -2.991 -9.938 16.873
H -5.851 -8.747 17.773
H -4.306 -8.719 20.850
Ca -4.507 -11.140 19.206
H -7.079 -9.601 20.473
*
```

Its max |F| is 1.023 eV/Å. The energy is -35075.2685 eV.

Atom charges from the natural (NBO) analysis, given in e for atoms 1 to 4: -1.0215 0.4743 0.5003 0.4832

# 4
Below is a molecular structure, C10H15ClN2Pb, with properties calculated with ωB97M-V with the def2-TZVPD basis set.

Geometry as ORCA input:
```
! wB97M-V def2-TZVPD RIJCOSX def2/J DEFGRID3
* xyz 2 1
H 1.301 1.928 0.419
C -0.440 -2.289 -0.407
C 0.624 -2.033 1.951
C 0.745 -2.564 0.517
Cl -0.836 3.110 1.488
C 0.972 2.497 -0.494
H 1.622 -1.928 2.376
H -0.746 3.714 -0.761
C -0.865 0.293 -0.024
Pb 2.873 1.052 -0.513
H -0.903 1.598 -1.864
C 0.723 -0.412 -1.560
H 0.009 0.494 0.592
H -1.302 -0.892 -1.738
N -2.849 -0.391 1.508
H -2.304 1.720 -0.827
C -1.226 1.604 -0.824
H 0.825 -3.644 0.594
H 0.087 -2.713 2.601
H -0.336 -2.950 -1.265
H 1.594 3.396 -0.568
C -2.000 0.008 0.836
H -1.379 -2.573 0.058
H 1.063 1.944 -1.456
H 1.690 -2.250 0.064
H 0.142 -1.060 2.033
N 1.773 -0.077 -1.944
C -0.525 -0.867 -0.971
C -0.525 2.805 -0.211
*
```

Its max |F| is 4.346 eV/Å. The energy is -31343.0184 eV.

Atom charges from the Mulliken analysis, given in e for atoms 1 to 4: 0.3681 -1.0865 -1.0326 -0.4046

# 5
Below is a single C4H6N2O molecule, with properties calculated with ωB97M-V with the def2-TZVPD basis set.

Geometry as ORCA input:
```
! wB97M-V def2-TZVPD RIJCOSX def2/J DEFGRID3
* xyz 0 1
N -0.568 2.200 -1.360
C 0.160 -0.885 0.204
H -0.453 0.986 1.247
C -0.219 0.469 0.339
H -0.105 -1.774 2.123
C -0.371 0.920 -0.943
O -0.210 -0.062 -1.824
H -0.727 2.889 -0.646
C 0.652 -1.764 1.339
H 0.887 -2.794 1.056
H -0.702 2.421 -2.330
N 0.116 -1.305 -1.042
H 1.570 -1.351 1.776
*
```

The SMILES is Cc1cc(N)on1. Its max |F| is 1.276 eV/Å. The energy is -9271.6104 eV.

Atom charges from the natural (NBO) analysis, given in e for atoms 1 to 4: -0.8116 0.1891 0.2238 -0.4891

# 6
Below is a molecular structure, C17H21B2F4N13O7SV, with properties calculated with ωB97M-V with the def2-TZVPD basis set.

Geometry as ORCA input:
```
! wB97M-V def2-TZVPD RIJCOSX def2/J DEFGRID3
* xyz 0 4
H -0.328 -1.218 4.680
C -1.019 -4.515 -0.530
H -1.282 -4.582 0.519
C 0.488 2.604 -1.634
N -2.164 -2.433 -0.672
B 3.428 1.538 0.266
N -1.041 0.896 -1.082
F 3.581 0.395 -0.516
N 2.842 -3.112 -0.836
H -1.042 0.388 4.591
F 4.576 2.246 0.474
H -1.680 3.242 -3.232
S 1.086 -6.569 -3.301
H -1.866 -0.964 3.805
O 0.396 -6.848 -4.537
H -0.083 4.159 -0.264
O -2.308 0.386 -0.889
N 2.915 -0.850 -4.826
H -2.886 2.137 -2.504
B -2.734 0.536 0.569
H 1.434 4.449 -1.131
H -0.162 -4.210 -4.309
N 3.001 1.452 -3.895
C 2.076 0.148 4.131
N 1.690 -1.616 -1.985
O 2.431 2.453 -0.333
N -0.677 -0.150 1.633
H 2.969 0.758 4.022
C 0.047 -5.362 -2.510
N 2.501 -2.623 -2.019
N 1.504 -1.376 -0.686
C -0.137 -0.238 2.797
C -0.415 -4.252 -3.257
C -1.467 -3.383 -1.273
C 1.308 0.154 2.855
N 3.065 -3.108 -3.153
C -0.276 -5.476 -1.144
F -2.466 1.832 0.967
C -2.029 2.775 -2.312
H -2.385 -1.539 -1.111
C 1.987 1.956 -3.402
H -1.504 -2.413 -3.212
O -2.008 -0.429 1.496
C 2.199 -2.305 -0.022
O 3.004 1.061 1.677
N 1.248 1.828 -0.678
H 0.089 -6.348 -0.618
O 1.193 -7.646 -2.351
N 1.791 0.531 1.722
H 2.978 -2.432 -3.906
C 0.419 4.075 -1.228
H -2.333 3.562 -1.619
C -1.152 -3.278 -2.664
C -0.924 2.004 -1.693
H -2.314 -2.454 0.328
C -0.894 -0.543 4.038
O 2.308 -5.777 -3.464
H 1.475 0.527 4.957
C 2.944 0.212 -4.383
V 0.559 0.340 0.080
N 1.012 2.523 -3.001
F -4.038 0.134 0.606
H 2.254 -2.369 1.051
H 2.381 -0.870 4.382
H -0.113 4.659 -1.975
H 2.780 -4.084 -3.330
*
```

Its max |F| is 0.949 eV/Å. The energy is -100422.0961 eV.

Atom charges from the natural (NBO) analysis, given in e for atoms 1 to 4: 0.2415 -0.2063 0.2225 0.2048

Which of these has the lowest max |F|?
C17H21B2F4N13O7SV